The following is a DFT calculation (ωB97M-V/def2-TZVPD) of a cluster of 3 separate species, C20H32ClF5IN2O4S in total at a distorted geometry.

Geometry (Å):
C: -4.804 -0.944 -1.195
C: -4.391 -2.464 -0.855
C: -2.859 -2.589 -0.399
I: -2.119 -4.639 -0.654
C: -2.546 -1.969 1.051
C: -3.771 -1.694 1.977
C: -3.453 -1.092 3.377
C: -1.983 -0.840 3.787
Cl: -1.817 -0.116 5.471
N: -0.820 -1.139 2.926
S: 0.730 -0.830 3.600
O: 1.933 -1.193 2.798
O: 0.920 -1.542 4.931
C: 0.844 1.055 3.809
F: -0.266 1.680 3.129
F: 0.923 1.447 5.162
C: 2.167 1.664 3.080
F: 3.340 1.221 3.717
F: 2.088 3.080 3.313
F: 2.156 1.505 1.680
C: -1.096 -1.666 1.581
C: 0.084 -1.968 0.557
C: 0.860 -3.373 0.873
N: 1.912 -3.617 0.109
H: -5.504 -0.573 -0.371
H: -5.417 -0.957 -2.174
H: -3.919 -0.239 -1.364
H: -4.494 -3.070 -1.832
H: -5.103 -2.960 -0.088
H: -2.246 -1.948 -1.145
H: -4.862 -1.895 1.727
H: -4.334 -0.858 4.080
H: -0.248 -2.058 -0.541
H: 0.815 -1.068 0.568
H: 0.544 -4.070 1.726
H: 1.979 -2.826 -0.568
C: 4.796 0.741 -3.190
C: 4.419 0.351 -1.772
O: 3.836 -0.943 -1.674
C: 4.646 -2.036 -2.093
C: 5.924 -2.187 -1.289
H: 3.938 0.635 -3.859
H: 5.142 1.777 -3.221
H: 5.595 0.109 -3.582
H: 3.669 1.055 -1.402
H: 5.278 0.432 -1.098
H: 4.858 -1.963 -3.164
H: 4.039 -2.936 -1.957
H: 6.600 -1.342 -1.446
H: 6.454 -3.096 -1.582
H: 5.705 -2.234 -0.219
C: -1.523 4.145 0.246
C: -0.945 3.238 -0.826
O: -1.906 2.373 -1.417
C: -2.992 2.999 -2.093
C: -2.561 3.865 -3.262
H: -2.056 3.559 1.001
H: -0.728 4.712 0.736
H: -2.234 4.860 -0.173
H: -0.190 2.593 -0.369
H: -0.430 3.819 -1.598
H: -3.604 3.566 -1.383
H: -3.624 2.190 -2.470
H: -1.983 4.731 -2.930
H: -3.434 4.236 -3.804
H: -1.932 3.298 -3.952

Calculated values
HOMO energy   -11.615 eV
Net charge   +1

---

The following is a DFT calculation (ωB97M-V/def2-TZVPD) of a structure of composition C20H32ClINOP2STi at a distorted geometry.

Geometry (Å):
C: -0.123 6.124 -5.913
C: -0.748 4.884 -5.310
H: -0.731 6.444 -6.773
H: 0.897 5.911 -6.252
H: -0.090 6.932 -5.174
O: -1.748 4.328 -5.694
I: 0.253 3.958 -3.522
Ti: 0.303 1.081 -0.780
P: -1.291 2.428 0.665
C: -2.821 1.801 1.440
C: -0.371 2.860 2.196
H: -0.936 3.597 2.787
H: -2.153 4.715 0.730
H: 0.607 3.268 1.919
H: -0.826 4.488 -0.459
H: -2.593 0.902 2.030
H: -0.220 1.951 2.797
C: -1.734 4.048 -0.035
H: -3.261 2.554 2.110
H: -2.459 3.912 -0.845
H: -3.559 1.535 0.675
P: 1.466 -0.458 -2.350
C: 0.991 -2.164 -2.768
C: 1.860 0.315 -3.940
H: 3.576 0.140 -1.310
H: 3.721 -1.348 -2.324
H: 2.963 -1.421 -0.693
C: 3.101 -0.805 -1.594
H: 2.213 1.333 -3.749
H: 2.628 -0.271 -4.461
H: 1.760 -2.603 -3.419
H: 0.026 -2.182 -3.283
H: 0.951 0.374 -4.548
H: 0.914 -2.765 -1.853
Cl: 2.130 2.114 -0.063
N: -0.094 -0.526 0.303
S: 0.505 -1.038 1.797
C: -0.879 -1.400 2.917
C: -0.792 -0.887 4.227
C: -1.799 -1.173 5.153
C: -2.886 -1.972 4.789
C: -2.967 -2.475 3.485
C: -1.953 -2.204 2.554
C: 1.056 -2.712 1.445
C: 0.380 -3.613 0.629
C: 0.900 -4.906 0.453
C: 2.086 -5.283 1.095
C: 2.772 -4.364 1.901
C: 2.261 -3.075 2.069
H: -0.883 -1.102 -0.010
H: 0.076 -0.294 4.498
H: -1.719 -0.790 6.166
H: -3.670 -2.223 5.514
H: -3.802 -3.110 3.176
H: -1.972 -2.641 1.551
H: -0.559 -3.308 0.157
H: 0.337 -5.608 -0.172
H: 2.457 -6.305 0.972
H: 3.688 -4.641 2.413
H: 2.759 -2.330 2.681

Calculated values
HOMO energy (spin up / spin down)   -14.373 / -14.369 eV
Spin multiplicity   2
Energy relative to the best compared isomer or geometry (same formula, charge and spin)   0.0 kJ/mol
Net charge   +2

---

The following is a DFT calculation (ωB97M-V/def2-TZVPD) of the molecule C20H32ClN3O2S.

Geometry (Å):
C: -2.064 -2.518 4.037
C: -2.294 -1.830 2.697
C: -1.018 -1.239 2.114
C: -1.238 -0.532 0.782
C: 0.051 0.036 0.177
C: -0.165 1.401 -0.455
N: 1.069 1.905 -1.033
C: 1.075 2.924 -1.924
O: 0.059 3.404 -2.388
C: 2.478 3.451 -2.265
C: 2.708 4.668 -1.386
C: 1.940 5.809 -1.581
C: 2.112 6.930 -0.778
C: 1.272 8.158 -0.999
C: 3.069 6.895 0.233
C: 3.828 5.754 0.421
Cl: 5.023 5.723 1.685
C: 3.661 4.636 -0.378
N: 2.599 3.781 -3.673
C: 3.920 4.351 -3.939
C: 4.294 4.481 -5.416
C: 5.088 3.296 -5.963
S: 4.157 1.824 -6.310
N: 3.257 2.237 -7.462
O: 5.053 0.686 -6.399
C: 3.218 1.586 -4.795
C: 2.191 2.703 -4.565
H: -2.989 -2.934 4.438
H: -1.346 -3.334 3.938
H: -1.667 -1.816 4.773
H: -2.719 -2.543 1.984
H: -3.038 -1.035 2.813
H: -0.586 -0.529 2.827
H: -0.275 -2.035 1.988
H: -1.717 -1.213 0.074
H: -1.951 0.284 0.941
H: 0.804 0.134 0.967
H: 0.467 -0.650 -0.565
H: -0.909 1.352 -1.251
H: -0.549 2.102 0.293
H: 1.940 1.624 -0.615
H: 3.217 2.683 -1.968
H: 1.197 5.804 -2.370
H: 1.506 8.936 -0.274
H: 1.437 8.565 -1.998
H: 0.211 7.920 -0.916
H: 3.224 7.753 0.874
H: 4.277 3.760 -0.218
H: 3.947 5.338 -3.476
H: 4.711 3.764 -3.434
H: 3.419 4.677 -6.036
H: 4.941 5.354 -5.515
H: 5.553 3.525 -6.922
H: 5.864 2.984 -5.262
H: 2.882 1.434 -7.957
H: 2.736 0.621 -4.957
H: 3.931 1.468 -3.977
H: 1.272 2.276 -4.171
H: 1.919 3.119 -5.536

Calculated values
SMILES string   CCCCCCNC(=O)[C@H](c1cc(C)cc(Cl)c1)N1CCC[S@@](=N)(=O)CC1
HOMO energy   -8.963 eV
Energy relative to the best compared isomer or geometry (same formula, charge and spin)   12.2 kJ/mol

---

The following is a DFT calculation (ωB97M-V/def2-TZVPD) of the molecule C20H32ClN3O2S.

Geometry (Å):
C: -3.463 6.547 -1.023
C: -2.482 5.991 -2.047
C: -1.959 4.610 -1.670
C: -0.957 4.065 -2.682
C: -0.515 2.627 -2.420
C: -0.064 2.387 -0.987
N: 0.456 1.041 -0.829
C: 0.201 0.284 0.264
O: -0.394 0.697 1.240
C: 0.673 -1.174 0.135
C: -0.528 -1.967 -0.352
C: -1.627 -2.125 0.483
C: -2.751 -2.822 0.056
C: -3.929 -3.000 0.975
C: -2.765 -3.357 -1.229
C: -1.667 -3.193 -2.053
Cl: -1.694 -3.869 -3.656
C: -0.543 -2.504 -1.631
N: 1.179 -1.691 1.393
C: 1.549 -3.098 1.238
C: 2.323 -3.698 2.413
C: 3.838 -3.689 2.232
S: 4.643 -2.114 2.397
N: 4.528 -1.842 3.889
O: 5.917 -2.152 1.704
C: 3.617 -0.989 1.442
C: 2.199 -0.848 2.007
H: -3.827 7.533 -1.311
H: -4.328 5.890 -0.915
H: -2.993 6.637 -0.042
H: -2.963 5.937 -3.029
H: -1.636 6.676 -2.159
H: -1.499 4.665 -0.679
H: -2.803 3.916 -1.578
H: -1.387 4.124 -3.686
H: -0.077 4.717 -2.689
H: -1.339 1.940 -2.638
H: 0.298 2.369 -3.107
H: 0.693 3.125 -0.698
H: -0.891 2.488 -0.286
H: 0.953 0.626 -1.599
H: 1.444 -1.221 -0.657
H: -1.592 -1.687 1.474
H: -4.803 -3.360 0.434
H: -3.699 -3.721 1.761
H: -4.188 -2.059 1.460
H: -3.629 -3.901 -1.589
H: 0.308 -2.398 -2.292
H: 0.627 -3.660 1.091
H: 2.142 -3.251 0.317
H: 2.045 -3.226 3.355
H: 2.033 -4.747 2.499
H: 4.341 -4.296 2.984
H: 4.121 -4.054 1.243
H: 4.936 -0.948 4.147
H: 4.172 -0.051 1.504
H: 3.647 -1.318 0.401
H: 1.872 0.186 1.921
H: 2.238 -1.051 3.077

Calculated values
SMILES string   CCCCCCNC(=O)[C@H](c1cc(C)cc(Cl)c1)N1CCC[S@@](=N)(=O)CC1
HOMO energy   -9.011 eV
Energy relative to the best compared isomer or geometry (same formula, charge and spin)   4.4 kJ/mol

---

Question: Number 4 is which compound?
Answer: C20H32ClN3O2S

---

Question: What is the formula in the first record?
Answer: C20H32ClF5IN2O4S